{
  "formula": "C23H35N3O3",
  "method": "the ωB97M-V functional and the def2-TZVPD basis",
  "smiles": "CC1(C)C[C@@H](C(=O)N2CCCCC(C)(C)C2)CN(C(=O)c2ncoc2C2CC2)C1",
  "gap_ev": 9.480,
  "charge": 0,
  "e_homo_ha": -0.3251,
  "multiplicity": 1,
  "relative_energy_kcal_mol": 22.8,
  "energy_ev": -35032.807,
  "species": ["C", "C", "C", "C", "C", "C", "O", "N", "C", "C", "C", "C", "C", "C", "C", "C", "C", "N", "C", "O", "C", "N", "C", "O", "C", "C", "C", "C", "C", "H", "H", "H", "H", "H", "H", "H", "H", "H", "H", "H", "H", "H", "H", "H", "H", "H", "H", "H", "H", "H", "H", "H", "H", "H", "H", "H", "H", "H", "H", "H", "H", "H", "H", "H"],
  "positions_angstrom": [[0.278, 3.218, 2.880], [0.702, 2.165, 1.860], [1.779, 1.272, 2.476], [-0.525, 1.338, 1.443], [-0.241, 0.418, 0.257], [-1.502, -0.303, -0.196], [-2.599, 0.219, -0.059], [-1.341, -1.516, -0.791], [-0.054, -2.175, -1.000], [0.404, -3.053, 0.169], [-0.741, -3.726, 0.927], [-1.852, -4.314, 0.049], [-2.995, -3.361, -0.354], [-4.033, -4.170, -1.135], [-3.667, -2.764, 0.884], [-2.512, -2.233, -1.276], [0.300, 1.256, -0.906], [1.492, 1.957, -0.470], [2.702, 1.579, -0.951], [2.845, 0.663, -1.748], [3.896, 2.298, -0.407], [4.291, 3.557, -0.854], [5.412, 3.760, -0.265], [5.821, 2.747, 0.531], [4.842, 1.799, 0.415], [5.001, 0.529, 1.126], [6.376, 0.030, 1.482], [5.461, 0.516, 2.563], [1.266, 2.885, 0.624], [-0.487, 3.879, 2.467], [-0.134, 2.744, 3.772], [1.129, 3.831, 3.187], [2.152, 0.530, 1.768], [2.634, 1.867, 2.806], [1.382, 0.738, 3.342], [-0.878, 0.755, 2.298], [-1.343, 2.006, 1.163], [0.524, -0.309, 0.531], [-0.180, -2.797, -1.887], [0.716, -1.448, -1.256], [1.082, -3.810, -0.235], [0.995, -2.463, 0.876], [-0.314, -4.521, 1.542], [-1.175, -3.013, 1.630], [-1.414, -4.750, -0.858], [-2.314, -5.147, 0.585], [-4.842, -3.528, -1.491], [-3.581, -4.658, -2.002], [-4.473, -4.944, -0.504], [-4.570, -2.223, 0.597], [-3.946, -3.553, 1.587], [-3.027, -2.051, 1.402], [-3.314, -1.509, -1.414], [-2.259, -2.652, -2.256], [0.555, 0.651, -1.772], [-0.459, 1.989, -1.199], [6.058, 4.620, -0.331], [4.272, -0.212, 0.829], [6.552, -1.033, 1.395], [7.212, 0.659, 1.212], [5.685, 1.474, 3.013], [5.008, -0.209, 3.224], [0.549, 3.643, 0.288], [2.194, 3.397, 0.871]],
  "lowdin_charge": [-0.047, -0.524, -0.028, -0.095, -0.192, -0.414, 0.063, -0.020, -0.140, -0.167, -0.181, -0.147, -0.537, -0.058, -0.041, -0.105, -0.073, -0.017, -0.389, 0.072, -0.156, 0.162, -0.171, 0.083, -0.175, -0.212, -0.090, -0.100, -0.091, 0.087, 0.089, 0.088, 0.070, 0.089, 0.093, 0.135, 0.128, 0.122, 0.123, 0.109, 0.113, 0.099, 0.109, 0.100, 0.123, 0.116, 0.088, 0.085, 0.086, 0.092, 0.090, 0.070, 0.130, 0.130, 0.122, 0.148, 0.134, 0.141, 0.103, 0.105, 0.107, 0.102, 0.140, 0.127]
}

{
  "formula": "C23H35N3O5S",
  "method": "the ωB97M-V functional and the def2-TZVPD basis",
  "gap_ev": 8.532,
  "charge": 0,
  "e_homo_ha": -0.2935,
  "multiplicity": 1,
  "relative_energy_kcal_mol": 9.8,
  "energy_ev": -49963.421,
  "species": ["C", "C", "O", "C", "C", "C", "C", "C", "C", "H", "H", "N", "C", "O", "C", "H", "H", "S", "O", "C", "C", "O", "N", "C", "H", "C", "H", "H", "C", "H", "C", "H", "H", "C", "H", "H", "H", "C", "H", "H", "C", "O", "N", "H", "C", "C", "H", "H", "H", "C", "H", "H", "H", "C", "H", "H", "H", "H", "H", "H", "H", "H", "H", "H", "H", "H", "H"],
  "positions_angstrom": [[4.702, 0.120, -6.878], [4.944, 0.960, -5.627], [3.744, 1.385, -5.015], [3.000, 0.502, -4.291], [3.369, -0.800, -3.966], [2.527, -1.588, -3.204], [1.305, -1.103, -2.752], [0.933, 0.200, -3.074], [1.773, 0.986, -3.832], [1.497, 1.997, -4.086], [-0.009, 0.590, -2.728], [0.498, -1.970, -2.005], [-0.613, -1.680, -1.290], [-1.122, -0.581, -1.166], [-1.166, -2.901, -0.593], [-2.055, -2.661, -0.018], [-1.374, -3.702, -1.301], [0.073, -3.634, 0.577], [1.167, -4.053, -0.320], [0.695, -2.054, 1.340], [-0.457, -1.612, 2.202], [-1.450, -2.341, 2.237], [-0.382, -0.470, 2.894], [0.778, 0.403, 2.904], [1.479, 0.015, 2.164], [1.479, 0.446, 4.285], [0.989, -0.210, 5.004], [2.510, 0.108, 4.181], [1.452, 1.914, 4.720], [0.541, 2.132, 5.279], [1.430, 2.677, 3.399], [2.422, 2.667, 2.944], [1.113, 3.711, 3.517], [0.450, 1.866, 2.557], [-0.566, 2.113, 2.855], [0.545, 2.056, 1.489], [2.305, 2.174, 5.343], [-1.514, -0.115, 3.738], [-1.967, -1.041, 4.106], [-1.164, 0.484, 4.578], [-2.586, 0.698, 2.983], [-2.844, 1.842, 3.307], [-3.154, 0.016, 1.985], [-2.863, -0.943, 1.850], [-4.117, 0.561, 1.026], [-5.379, 0.998, 1.772], [-5.126, 1.754, 2.510], [-6.101, 1.414, 1.075], [-5.831, 0.149, 2.282], [-4.434, -0.550, 0.028], [-4.791, -1.441, 0.541], [-3.542, -0.793, -0.546], [-5.205, -0.220, -0.663], [-3.478, 1.744, 0.295], [-4.172, 2.151, -0.435], [-3.217, 2.523, 1.005], [-2.579, 1.413, -0.220], [0.968, -1.344, 0.562], [1.577, -2.325, 1.919], [0.907, -2.889, -1.829], [2.824, -2.597, -2.953], [4.309, -1.216, -4.292], [5.451, 1.890, -5.898], [5.576, 0.420, -4.911], [4.103, 0.685, -7.589], [4.170, -0.796, -6.635], [5.652, -0.133, -7.339]],
  "lowdin_charge": [-0.065, -0.252, -0.055, -0.273, -0.022, -0.012, -0.221, -0.003, 0.007, 0.120, 0.102, 0.124, -0.533, 0.056, -0.196, 0.078, 0.106, 1.011, -0.548, -0.186, -0.492, -0.029, 0.002, -0.256, 0.131, -0.125, 0.112, 0.113, -0.187, 0.111, -0.180, 0.114, 0.112, -0.114, 0.098, 0.121, 0.107, -0.021, 0.139, 0.128, -0.468, 0.047, 0.145, 0.110, -0.574, -0.032, 0.075, 0.083, 0.085, -0.033, 0.088, 0.059, 0.089, -0.024, 0.086, 0.077, 0.071, 0.100, 0.112, 0.104, 0.118, 0.105, 0.122, 0.115, 0.079, 0.066, 0.076]
}

{
  "formula": "C23H35N8O3S",
  "method": "the ωB97M-V functional and the def2-TZVPD basis",
  "gap_ev": 6.900,
  "charge": 1,
  "e_homo_ha": -0.3475,
  "multiplicity": 1,
  "energy_ev": -53309.480,
  "species": ["C", "O", "C", "N", "C", "C", "C", "C", "S", "C", "N", "N", "C", "O", "C", "N", "C", "C", "O", "N", "H", "H", "H", "H", "H", "H", "H", "H", "H", "H", "H", "H", "H", "H", "H", "H", "H", "H", "H", "H", "N", "C", "C", "C", "C", "H", "H", "H", "H", "H", "N", "C", "C", "C", "C", "H", "H", "H", "H", "H", "N", "C", "C", "C", "C", "H", "H", "H", "H", "H"],
  "positions_angstrom": [[-0.549, 2.102, 2.961], [-1.665, 1.292, 3.333], [-2.901, 1.664, 2.845], [-3.281, 0.945, 1.610], [-3.157, 1.599, 0.296], [-1.782, 1.425, -0.386], [-1.743, 0.321, -1.459], [-1.545, -1.097, -0.898], [0.147, -1.758, -0.998], [0.687, -1.526, 0.643], [0.169, -1.983, 1.734], [0.997, -1.558, 2.768], [1.951, -0.904, 2.209], [1.819, -0.813, 0.871], [-3.705, -0.297, 1.751], [-3.637, -0.961, 2.925], [-4.294, -2.270, 2.763], [-4.407, -2.449, 1.248], [-5.647, -2.985, 0.925], [-4.208, -1.062, 0.749], [-0.224, 2.675, 3.830], [0.254, 1.446, 2.633], [-0.803, 2.791, 2.149], [-2.985, 2.734, 2.638], [-3.644, 1.391, 3.598], [-3.381, 2.653, 0.467], [-3.943, 1.226, -0.364], [-1.519, 2.379, -0.853], [-1.012, 1.226, 0.365], [-0.930, 0.547, -2.155], [-2.662, 0.354, -2.054], [-2.133, -1.827, -1.461], [-1.829, -1.171, 0.148], [2.810, -0.444, 2.676], [-2.779, -0.906, 3.460], [-3.723, -3.054, 3.260], [-5.303, -2.244, 3.184], [-3.606, -3.093, 0.865], [-5.884, -2.816, 0.006], [-4.940, -0.657, 0.180], [2.934, 0.518, -1.946], [2.888, 1.803, -2.412], [4.174, 2.275, -2.465], [5.026, 1.230, -2.014], [4.230, 0.160, -1.703], [2.133, -0.068, -1.790], [1.954, 2.272, -2.669], [4.472, 3.257, -2.795], [6.101, 1.261, -1.932], [4.477, -0.820, -1.333], [-1.893, -5.890, -2.390], [-1.501, -4.583, -2.454], [-2.203, -3.986, -3.470], [-3.053, -4.975, -4.038], [-2.836, -6.139, -3.349], [-1.536, -6.569, -1.743], [-0.758, -4.189, -1.783], [-2.108, -2.961, -3.790], [-3.733, -4.851, -4.863], [-3.266, -7.118, -3.466], [6.178, 3.988, -0.108], [6.024, 5.312, 0.201], [7.175, 5.739, 0.809], [8.058, 4.626, 0.869], [7.413, 3.563, 0.296], [5.487, 3.415, -0.559], [5.116, 5.838, -0.040], [7.366, 6.736, 1.168], [9.052, 4.611, 1.283], [7.730, 2.546, 0.140]],
  "lowdin_charge": [-0.051, -0.141, -0.174, 0.026, -0.099, -0.151, -0.223, -0.441, 1.021, -0.682, 0.055, 0.066, -0.183, 0.025, -0.313, 0.144, -0.042, -0.334, 0.039, 0.165, 0.102, 0.075, 0.091, 0.146, 0.145, 0.130, 0.118, 0.122, 0.102, 0.101, 0.114, 0.057, 0.045, 0.146, 0.158, 0.141, 0.138, 0.159, 0.114, 0.163, 0.005, -0.137, -0.122, -0.114, -0.131, 0.070, 0.102, 0.097, 0.094, 0.110, 0.009, -0.163, -0.123, -0.105, -0.130, 0.148, 0.053, 0.085, 0.093, 0.111, 0.007, -0.146, -0.113, -0.111, -0.146, 0.098, 0.102, 0.089, 0.090, 0.102]
}